Here is the ion C6H11N2O2 with charge +1 from the Open Molecules 2025 dataset. Energies are from ωB97M-V with the def2-TZVPD basis set.

Geometry (Å):
C (0.633, 0.815, -0.217)
C (-1.896, -3.077, 0.465)
C (0.469, 1.666, 0.836)
C (-0.611, -1.067, 0.161)
C (1.791, 0.974, -1.239)
C (-2.759, -3.998, -0.318)
N (-0.221, -0.094, -0.557)
N (1.302, 2.791, 0.925)
O (-1.406, -3.273, 1.557)
O (-1.507, -1.921, -0.251)
H (-0.130, 1.435, 1.633)
H (-0.092, -1.242, 1.104)
H (2.618, 0.706, -0.602)
H (1.674, 1.904, -1.708)
H (1.509, 0.265, -2.149)
H (-3.576, -4.226, 0.278)
H (-2.216, -4.962, -0.580)
H (-3.060, -3.480, -1.277)
H (1.714, 2.892, -0.066)
H (2.050, 2.646, 1.522)
H (0.782, 3.576, 1.132)

Energy relative to the best compared isomer or geometry (same formula, charge and spin) = 319.4 kJ/mol
Spin multiplicity = 1
HOMO = -13.07 eV
Charge = +1
Frontier orbital gap = 9.72 eV

How positive or negative is each atom? The Mulliken charges in e answer that:
1 C 0.65
2 C 0.69
3 C -0.66
4 C -0.02
5 C -1.70
6 C -0.86
7 N -0.33
8 N -0.14
9 O -0.49
10 O -0.32
11 H 0.59
12 H 0.43
13 H 0.43
14 H 0.58
15 H 0.32
16 H 0.31
17 H 0.28
18 H 0.27
19 H 0.33
20 H 0.32
21 H 0.34

---

Here is the molecule C4H6N2O from the Open Molecules 2025 dataset. Energies are from ωB97M-V with the def2-TZVPD basis set.

Geometry (Å):
C (-0.781, 0.130, -1.775)
C (-0.136, -0.842, 2.225)
O (0.155, -1.025, 0.998)
C (0.649, -0.115, 0.157)
N (0.420, -0.437, -1.171)
C (0.983, 1.156, 0.675)
N (1.309, 2.188, 1.114)
H (-0.773, -0.130, -2.834)
H (-1.698, -0.294, -1.340)
H (-0.835, 1.222, -1.666)
H (-0.524, -1.712, 2.731)
H (-0.017, 0.161, 2.618)
H (1.247, -0.303, -1.733)

Energy relative to the best compared isomer or geometry (same formula, charge and spin) = 430.5 kJ/mol
Spin multiplicity = 1
HOMO (alpha / beta) = -7.95 / -8.10 eV
Charge = 0
Frontier orbital gap (alpha / beta) = 7.54 / 8.27 eV

How positive or negative is each atom? The Mulliken charges in e answer that:
1 C -0.80
2 C -0.42
3 O -0.24
4 C 0.22
5 N -0.29
6 C 0.21
7 N -0.43
8 H 0.32
9 H 0.27
10 H 0.30
11 H 0.28
12 H 0.31
13 H 0.28

---

Here is a structure of composition C4H7NOS from the Open Molecules 2025 dataset. Energies are from ωB97M-V with the def2-TZVPD basis set.

Geometry (Å):
C (-1.579, -0.105, 0.577)
C (-0.138, -0.488, 0.107)
C (-0.138, -1.619, -0.569)
C (1.990, 0.738, 0.078)
H (-2.554, -0.929, 0.196)
H (-1.674, 1.237, 0.311)
H (-1.847, -0.379, 1.939)
H (0.829, -1.947, -1.074)
H (-1.119, -2.215, -0.185)
H (0.008, 1.917, -1.160)
H (2.131, 1.815, -0.379)
N (0.706, 0.571, 0.024)
O (0.259, 1.842, -0.148)
S (3.124, -0.438, 0.284)

Energy relative to the best compared isomer or geometry (same formula, charge and spin) = 736.6 kJ/mol
Spin multiplicity = 1
HOMO = -8.40 eV
Charge = 0
Frontier orbital gap = 8.52 eV

How positive or negative is each atom? The Mulliken charges in e answer that:
1 C -1.00
2 C 0.59
3 C -0.69
4 C -0.10
5 H 0.28
6 H 0.26
7 H 0.21
8 H 0.26
9 H 0.18
10 H 0.36
11 H 0.29
12 N 0.19
13 O -0.49
14 S -0.33

---

Here is the molecule C28H38BrIN2O3P2S from the Open Molecules 2025 dataset. Energies are from ωB97M-V with the def2-TZVPD basis set.

Geometry (Å):
C (0.699, -6.624, -3.698)
C (-0.181, -5.359, -4.174)
C (0.048, -4.020, -3.321)
C (0.316, -2.671, -4.119)
C (0.606, -1.287, -3.441)
C (0.639, -1.189, -1.850)
C (0.357, -2.521, -1.084)
C (0.067, -3.912, -1.760)
P (-0.211, -5.434, -0.671)
O (-1.489, -5.052, 0.418)
Br (1.673, -5.756, 0.617)
S (0.384, -2.425, 0.783)
C (1.626, -1.068, 1.082)
C (2.498, -1.130, 2.385)
N (2.294, -2.294, 3.310)
C (3.274, -3.167, 3.140)
O (4.312, -3.843, 3.030)
C (3.556, -0.012, 2.642)
C (3.703, 1.187, 1.602)
C (4.818, 2.284, 1.948)
I (6.679, 1.139, 2.345)
C (4.435, 3.278, 3.162)
C (4.298, 2.573, 4.600)
C (2.794, 1.209, 0.297)
P (2.916, 2.604, -0.976)
C (2.143, 4.186, -0.279)
C (4.681, 2.865, -1.608)
C (1.731, 0.058, -0.013)
N (0.963, 0.128, -1.269)
C (-0.191, 1.067, -1.221)
C (-1.303, 0.756, -0.102)
C (-2.373, 1.997, -0.187)
C (-3.401, 2.040, 1.051)
C (-4.651, 3.049, 0.709)
C (-6.012, 2.269, 1.190)
C (-6.293, 1.125, 0.061)
O (-7.711, 0.755, 0.224)
C (-7.791, -0.665, 0.572)
H (-0.013, -7.329, -3.104)
H (1.037, -7.259, -4.611)
H (1.584, -6.365, -3.016)
H (-1.310, -5.568, -4.224)
H (0.151, -5.129, -5.266)
H (0.340, -2.701, -5.263)
H (0.799, -0.383, -4.110)
H (-2.156, -4.557, -0.133)
H (4.216, -0.096, 3.590)
H (5.098, 2.967, 1.053)
H (5.319, 4.032, 3.247)
H (3.515, 3.923, 2.880)
H (5.135, 1.831, 4.852)
H (4.161, 3.344, 5.445)
H (3.315, 1.949, 4.583)
H (1.418, 3.889, 0.580)
H (2.890, 4.934, 0.177)
H (1.475, 4.739, -1.051)
H (5.228, 1.867, -1.838)
H (4.579, 3.388, -2.644)
H (5.323, 3.574, -0.968)
H (-0.734, 1.012, -2.249)
H (0.141, 2.176, -1.126)
H (-0.910, 0.767, 0.974)
H (-1.941, -0.188, -0.334)
H (-1.831, 3.023, -0.288)
H (-2.973, 1.884, -1.176)
H (-3.787, 0.971, 1.214)
H (-2.825, 2.460, 1.965)
H (-4.538, 4.076, 1.204)
H (-4.726, 3.124, -0.444)
H (-5.740, 1.764, 2.184)
H (-6.868, 3.028, 1.272)
H (-5.580, 0.238, 0.221)
H (-6.120, 1.533, -1.006)
H (-7.800, -1.250, -0.421)
H (-6.975, -1.003, 1.303)
H (-8.800, -0.807, 1.130)

Spin multiplicity = 1
HOMO = -7.71 eV
Charge = 0
Frontier orbital gap = 7.19 eV

How positive or negative is each atom? The Mulliken charges in e answer that:
1 C -0.94
2 C -0.47
3 C 0.15
4 C -0.85
5 C -0.72
6 C -0.33
7 C 0.68
8 C 0.24
9 P 0.31
10 O -0.49
11 Br -0.19
12 S -0.17
13 C 0.75
14 C -0.29
15 N -0.59
16 C 0.73
17 O -0.47
18 C -0.34
19 C 0.95
20 C -0.54
21 I 0.06
22 C -0.26
23 C -0.91
24 C -0.45
25 P 0.40
26 C -1.03
27 C -0.99
28 C -0.89
29 N 0.72
30 C -0.73
31 C 0.12
32 C -0.62
33 C -0.36
34 C -0.58
35 C -0.60
36 C -0.26
37 O -0.37
38 C -0.60
39 H 0.25
40 H 0.32
41 H 0.26
42 H 0.34
43 H 0.28
44 H 0.18
45 H 0.41
46 H 0.33
47 H 0.29
48 H -0.02
49 H 0.33
50 H 0.23
51 H 0.19
52 H 0.34
53 H 0.24
54 H 0.32
55 H 0.32
56 H 0.35
57 H 0.31
58 H 0.37
59 H 0.33
60 H 0.40
61 H -0.14
62 H 0.21
63 H 0.11
64 H 0.19
65 H 0.27
66 H 0.19
67 H 0.29
68 H 0.38
69 H 0.28
70 H 0.24
71 H 0.31
72 H 0.25
73 H 0.21
74 H 0.24
75 H 0.29
76 H 0.22

---

Here is a cluster of 3 separate species, C12H27N4O3 in total from the Open Molecules 2025 dataset. Energies are from ωB97M-V with the def2-TZVPD basis set.

Geometry (Å):
O (-2.488, 6.495, -1.432)
N (-1.888, 5.378, -1.947)
C (-0.585, 5.405, -2.135)
C (0.032, 4.313, -2.732)
C (-0.776, 3.250, -3.075)
C (-2.145, 3.351, -2.803)
N (-2.714, 4.403, -2.260)
H (-2.552, 6.351, -0.472)
H (-0.049, 6.287, -1.822)
H (1.097, 4.321, -2.903)
H (-0.398, 2.353, -3.539)
H (-2.794, 2.521, -3.033)
C (-2.448, 0.261, 0.067)
C (-2.920, -0.337, -1.254)
C (-2.870, -1.868, -1.312)
O (-1.573, -2.392, -1.477)
C (-0.809, -2.536, -0.287)
N (-2.147, 0.261, -2.357)
H (-1.362, 0.237, 0.158)
H (-2.760, 1.305, 0.143)
H (-2.872, -0.275, 0.916)
H (-3.967, -0.049, -1.388)
H (-3.431, -2.191, -2.192)
H (-3.361, -2.310, -0.436)
H (-1.439, -2.820, 0.560)
H (-0.261, -1.622, -0.046)
H (-0.078, -3.322, -0.458)
H (-2.537, -0.067, -3.238)
H (-1.222, -0.165, -2.330)
C (4.315, -1.948, 3.522)
C (3.133, -1.131, 3.012)
C (1.865, -1.955, 2.754)
O (1.893, -2.735, 1.573)
C (2.558, -3.982, 1.687)
N (3.551, -0.370, 1.830)
H (4.793, -2.512, 2.722)
H (5.070, -1.287, 3.945)
H (4.006, -2.649, 4.300)
H (2.873, -0.408, 3.792)
H (1.032, -1.258, 2.619)
H (1.621, -2.586, 3.618)
H (2.414, -4.421, 2.677)
H (3.626, -3.891, 1.481)
H (2.127, -4.651, 0.942)
H (2.805, 0.263, 1.556)
H (3.634, -1.021, 1.054)

Energy relative to the best compared isomer or geometry (same formula, charge and spin) = 376.2 kJ/mol
Spin multiplicity = 1
HOMO = -11.04 eV
Charge = +1
Frontier orbital gap = 5.98 eV

How positive or negative is each atom? The Mulliken charges in e answer that:
1 O -0.41
2 N 0.69
3 C -0.02
4 C -0.59
5 C -0.09
6 C -0.19
7 N -0.66
8 H 0.38
9 H 0.47
10 H 0.44
11 H 0.42
12 H 0.52
13 C -1.42
14 C 0.24
15 C -0.77
16 O -0.40
17 C -0.50
18 N -0.50
19 H 0.29
20 H 0.32
21 H 0.37
22 H 0.36
23 H 0.34
24 H 0.43
25 H 0.31
26 H 0.16
27 H 0.22
28 H 0.28
29 H 0.28
30 C -1.41
31 C 0.38
32 C -0.76
33 O -0.26
34 C -0.79
35 N -0.72
36 H 0.29
37 H 0.35
38 H 0.35
39 H 0.39
40 H 0.32
41 H 0.43
42 H 0.36
43 H 0.26
44 H 0.25
45 H 0.24
46 H 0.32

---

Here is the molecule C5H12N2 from the Open Molecules 2025 dataset. Energies are from ωB97M-V with the def2-TZVPD basis set.

Geometry (Å):
C (-0.542, 2.836, 0.123)
C (-1.190, 1.554, 0.617)
C (-0.160, 0.473, 0.962)
C (0.823, 0.169, -0.152)
N (-0.513, -2.212, -1.069)
C (0.738, -2.174, -0.412)
N (1.381, -1.180, 0.013)
H (-1.265, 3.555, -0.251)
H (-0.030, 3.345, 0.943)
H (0.151, 2.649, -0.698)
H (-1.774, 1.769, 1.513)
H (-1.862, 1.135, -0.134)
H (-0.653, -0.424, 1.346)
H (0.383, 0.788, 1.860)
H (1.691, 0.822, -0.116)
H (0.403, 0.311, -1.149)
H (-0.806, -1.318, -1.442)
H (-1.231, -2.525, -0.420)
H (1.187, -3.148, -0.223)

Energy relative to the best compared isomer or geometry (same formula, charge and spin) = 83.2 kJ/mol
Spin multiplicity = 1
HOMO = -9.30 eV
Charge = 0
Frontier orbital gap = 10.27 eV

How positive or negative is each atom? The Mulliken charges in e answer that:
1 C -1.14
2 C -0.43
3 C -0.31
4 C -0.83
5 N -0.61
6 C -0.02
7 N -0.55
8 H 0.35
9 H 0.29
10 H 0.32
11 H 0.30
12 H 0.27
13 H 0.32
14 H 0.29
15 H 0.35
16 H 0.44
17 H 0.31
18 H 0.26
19 H 0.38

---

Number 1: E_tot -13466.823 eV. Number 2: E_tot -9269.040 eV. Number 3: E_tot -18626.916 eV. Number 4: E_tot -146317.694 eV. Number 5: E_tot -24974.565 eV. Number 6: E_tot -8359.274 eV.